No. 1
Formula: C4H2NS3
Source: OMol25
Level of theory: ωB97M-V with the def2-TZVPD basis set

Last column: Löwdin charge in e.
Positions of all 10 atoms, in Å:
C -0.28 1.47 0.50  -0.680
C -3.09 -1.47 0.25  -0.771
C -3.18 0.96 0.05  -1.187
C 0.30 0.36 0.19  -0.251
N -3.21 -0.34 -0.06  -0.050
S -2.95 -3.03 0.32  0.633
S -4.46 1.69 -0.67  0.527
S -1.86 1.97 0.75  0.740
H -0.45 -0.53 -0.04  0.045
H 1.36 0.33 0.03  -0.006

Its electronic energy is -1402.86828 Eh. The value obtained for the energy above the lowest of the compared OMol25 structures with the same formula, charge and spin is 284.64 kJ/mol. The charge is -1.


No. 2
Formula: C4H2O
Source: OMol25
Level of theory: ωB97M-V with the def2-TZVPD basis set

Last column: Löwdin charge in e.
Positions of all 7 atoms, in Å:
C -2.05 0.41 0.42  -0.309
C -3.19 -0.20 0.61  0.219
C 1.60 -0.35 -0.31  -0.146
C -1.16 1.17 0.00  0.166
O 1.44 -0.89 0.73  -0.005
H 2.44 -0.61 -0.87  0.056
H 0.92 0.48 -0.57  0.020

Its electronic energy is -228.55471 Eh. The value obtained for the energy above the lowest of the compared OMol25 structures with the same formula, charge and spin is 537.36 kJ/mol.


No. 3
Formula: C4H2O
Source: OMol25
Level of theory: ωB97M-V with the def2-TZVPD basis set

Last column: Löwdin charge in e.
Positions of all 7 atoms, in Å:
C -0.90 -2.23 0.13  -0.230
C -1.97 -2.12 0.72  0.125
C 1.05 -0.97 -0.90  -0.280
C 0.38 -1.89 0.08  -0.028
O 0.58 0.03 -1.32  0.100
H 0.90 -2.26 1.00  0.133
H 2.24 -1.40 -1.24  0.180

Its electronic energy is -228.62793 Eh. The value obtained for the energy above the lowest of the compared OMol25 structures with the same formula, charge and spin is 345.14 kJ/mol.


No. 4
Formula: C4H2O2
Source: OMol25
Level of theory: ωB97M-V with the def2-TZVPD basis set

Last column: Löwdin charge in e.
Positions of all 8 atoms, in Å:
C -1.98 0.10 -0.16  -0.173
C -3.28 0.09 -0.22  0.138
C 1.59 -0.40 0.00  -0.359
C -0.69 0.26 0.13  0.018
O 1.86 0.74 -0.22  0.088
O 0.36 -0.82 0.16  0.035
H 2.24 -1.17 0.04  0.117
H -0.09 1.19 0.28  0.136

Its electronic energy is -303.90099 Eh. The value obtained for the energy above the lowest of the compared OMol25 structures with the same formula, charge and spin is 285.72 kJ/mol.


No. 5
Formula: C4H2O2
Source: OMol25
Level of theory: ωB97M-V with the def2-TZVPD basis set

Last column: Löwdin charge in e.
Positions of all 8 atoms, in Å:
O -0.86 -1.28 0.29  0.081
C -1.42 -0.21 0.35  -0.091
C -0.37 0.83 -0.01  -0.341
O -0.30 2.03 0.01  0.148
C 0.71 -0.16 -0.26  -0.115
C 1.82 -0.62 -0.36  0.148
H -2.49 -0.15 0.50  0.134
H 2.86 -0.48 -0.53  0.037

Its electronic energy is -303.94335 Eh. The value obtained for the energy above the lowest of the compared OMol25 structures with the same formula, charge and spin is 174.49 kJ/mol. Its SMILES is C#CC(=O)C=O.


No. 6
Formula: C4H2O2
Source: OMol25
Level of theory: ωB97M-V with the def2-TZVPD basis set

Last column: Löwdin charge in e.
Positions of all 8 atoms, in Å:
O -0.72 -1.75 0.64  0.058
C -0.46 -0.81 -0.07  -0.342
C -0.40 1.32 0.46  -0.212
O -1.11 2.13 0.90  0.198
C 0.85 0.86 0.10  0.013
C 1.04 -0.34 -0.42  0.023
H -1.16 -0.53 -0.87  0.144
H 1.95 -0.88 -0.73  0.116

Its electronic energy is -303.94609 Eh. The value obtained for the energy above the lowest of the compared OMol25 structures with the same formula, charge and spin is 167.30 kJ/mol. Its SMILES is O=C=C=CC=O.


No. 7
Formula: C4H2O2
Source: OMol25
Level of theory: ωB97M-V with the def2-TZVPD basis set

Last column: Löwdin charge in e.
Positions of all 8 atoms, in Å:
O -1.68 1.07 0.58  0.073
C -1.38 0.01 0.08  -0.236
C 0.39 -1.62 -0.53  0.353
C 0.02 -0.40 -0.21  -0.287
C 1.27 0.40 0.02  -0.225
O 2.31 0.06 -0.50  0.052
H -2.15 -0.74 -0.19  0.130
H 1.22 1.24 0.73  0.139

Its electronic energy is -303.92381 Eh. The value obtained for the energy above the lowest of the compared OMol25 structures with the same formula, charge and spin is 225.79 kJ/mol.


No. 8
Formula: C4H2O2S2
Source: OMol25
Level of theory: ωB97M-V with the def2-TZVPD basis set

Last column: Löwdin charge in e.
Positions of all 10 atoms, in Å:
C -0.44 -0.47 0.26  -0.173
C 0.11 2.23 0.62  -0.888
C 1.83 -1.24 -0.37  -0.682
C -1.69 -0.87 -0.10  0.026
O -0.06 2.32 1.76  0.112
O 0.69 -1.11 -0.15  -0.015
S 3.35 -0.92 -0.63  0.806
S 0.46 2.21 -0.89  0.781
H -1.73 -1.84 -0.42  0.017
H -2.53 -0.31 -0.08  0.017

Its electronic energy is -1100.27273 Eh. The value obtained for the energy above the lowest of the compared OMol25 structures with the same formula, charge and spin is 397.50 kJ/mol.


No. 9
Formula: C4H2O5Pt
Source: OMol25
Level of theory: ωB97M-V with the def2-TZVPD basis set

Last column: Löwdin spin population.
Positions of all 12 atoms, in Å:
C 2.98 -0.84 0.08  0.015
O 3.60 -1.80 0.19  0.005
O 2.31 0.10 -0.06  0.063
O 0.49 1.86 0.08  0.110
C -0.52 1.22 0.25  0.051
O -0.68 0.06 -0.37  0.145
Pt 1.90 1.82 -0.93  0.789
H -1.36 1.53 0.90  0.013
O -2.95 -0.41 -1.35  0.177
C -2.05 -0.60 -0.59  0.176
C -2.01 -0.96 0.77  1.374
H -1.70 -1.98 1.04  0.081

Its electronic energy is -648.52700 Eh. The value obtained for the energy above the lowest of the compared OMol25 structures with the same formula, charge and spin is 166.27 kJ/mol. The charge is +1. Its spin multiplicity is 4.


No. 10
Formula: C4H2O6S
Source: OMol25
Level of theory: ωB97M-V with the def2-TZVPD basis set

Last column: Löwdin charge in e.
Positions of all 13 atoms, in Å:
C -4.34 0.89 -0.15  -0.505
C -1.76 -0.31 1.12  -0.572
C 1.08 1.78 0.15  -0.755
C 0.08 0.62 -0.21  -0.145
O -4.27 0.66 -1.26  0.187
O 0.51 2.87 0.39  -0.089
O -4.63 1.20 0.91  0.178
O 2.26 1.41 -0.01  -0.102
O -1.51 -2.51 -0.68  -0.838
O -0.90 0.58 0.82  -0.191
S -2.20 -1.85 0.56  0.587
H 0.62 -0.33 -0.40  0.115
H -0.26 1.05 -1.22  0.131

Its electronic energy is -1003.19318 Eh. The value obtained for the energy above the lowest of the compared OMol25 structures with the same formula, charge and spin is 129.56 kJ/mol. The charge is -2.


No. 11
Formula: C4H2OS
Source: OMol25
Level of theory: ωB97M-V with the def2-TZVPD basis set

Last column: Löwdin charge in e.
Positions of all 8 atoms, in Å:
C 1.16 -0.11 -0.73  -0.257
C -0.89 -0.54 0.83  -0.298
C 0.33 1.06 -0.54  -0.151
C -0.71 0.68 0.36  -0.352
O -0.82 1.85 -0.32  0.149
S 0.62 -1.44 0.43  0.865
H 1.89 -0.41 -1.40  0.012
H -1.57 -1.09 1.36  0.031

Its electronic energy is -626.81773 Eh. The value obtained for the energy above the lowest of the compared OMol25 structures with the same formula, charge and spin is 308.41 kJ/mol. Its SMILES is c1scc2c1O2.


No. 12
Formula: C4H2S4
Source: OMol25
Level of theory: ωB97M-V with the def2-TZVPD basis set

Last column: Löwdin charge in e.
Positions of all 10 atoms, in Å:
C -0.51 -1.36 0.51  -1.067
C 0.46 -0.14 0.82  -0.288
C 0.40 0.93 -0.14  -0.751
C -0.65 0.82 -1.01  -1.171
H 1.52 -0.41 0.65  0.108
H 0.45 0.18 1.98  0.189
S -0.80 -2.81 1.19  0.680
S 1.77 1.72 -0.94  0.707
S -1.06 1.68 -2.40  0.649
S -1.59 -0.60 -0.66  0.943

Its electronic energy is -1746.25604 Eh. The value obtained for the energy above the lowest of the compared OMol25 structures with the same formula, charge and spin is 241.73 kJ/mol. Its SMILES is S=C1CC(=S)C(=S)S1.


No. 13
Formula: C4H2Si
Source: OMol25
Level of theory: ωB97M-V with the def2-TZVPD basis set

Last column: Löwdin charge in e.
Positions of all 7 atoms, in Å:
C -1.73 0.63 -1.79  -0.105
C -2.97 0.36 -1.83  -0.258
C -0.01 1.20 -1.80  -0.211
C -4.26 0.34 -1.89  0.187
Si 0.36 0.23 -0.34  0.641
H 1.53 -0.09 0.29  -0.156
H -0.31 -0.36 0.83  -0.097

Its electronic energy is -442.69272 Eh. The value obtained for the energy above the lowest of the compared OMol25 structures with the same formula, charge and spin is 374.39 kJ/mol.


No. 14
Formula: C4H30N2O12
Source: OMol25
Level of theory: ωB97M-V with the def2-TZVPD basis set

Last column: Löwdin charge in e.
Positions of all 48 atoms, in Å:
C -0.03 -0.89 -0.22  -0.172
N 1.02 -1.07 0.77  0.024
C 1.31 -2.09 1.60  -0.288
O 0.54 -3.12 1.73  -0.083
C -0.07 0.31 -1.18  -0.365
C -1.51 0.48 -1.64  -0.209
O -2.17 1.23 -0.67  -0.104
N 0.44 1.55 -0.55  0.053
H -0.83 -0.72 0.54  0.106
H -0.03 -1.67 -1.04  0.152
H 1.72 -0.20 0.74  0.174
H 2.35 -1.94 2.18  0.159
H 0.67 0.01 -2.04  0.137
H -1.70 0.84 -2.64  0.096
H -1.99 -0.51 -1.30  0.145
H -1.89 0.99 0.25  0.072
H 0.18 1.57 0.43  0.026
H -0.08 2.30 -1.01  0.095
H -1.81 -4.71 -0.57  0.106
H -0.79 -4.05 0.50  0.000
O -1.48 -3.83 -0.14  -0.108
H 0.90 3.42 1.55  -0.019
H 1.58 3.55 0.40  -0.003
O 1.33 4.16 1.10  -0.073
H 2.75 -0.57 -3.86  -0.016
H 2.81 0.80 -2.84  0.042
O 3.15 0.09 -3.40  -0.020
H -0.76 -0.20 -5.09  -0.015
H -1.01 1.10 -4.80  0.057
O -0.72 0.31 -4.36  0.011
H 0.03 1.73 3.36  0.004
H -0.99 2.31 2.43  0.010
O -0.11 2.08 2.55  0.036
H 4.40 -0.61 2.32  0.000
H 3.97 0.52 1.50  0.065
O 3.73 0.01 2.30  -0.034
H -3.46 2.47 1.59  -0.038
H -3.69 2.50 0.11  -0.003
O -4.06 2.79 0.94  -0.046
H -1.49 -1.96 2.18  -0.046
H -2.45 -2.21 1.07  0.126
O -2.22 -1.60 1.87  -0.009
H -3.43 0.91 2.80  0.046
H -2.61 -0.10 2.11  0.017
O -2.74 0.89 2.18  -0.077
H 3.20 -2.07 -0.74  0.009
H 4.06 -2.28 -1.94  -0.041
O 3.99 -2.50 -1.08  0.000

Its electronic energy is -1182.65215 Eh. The value obtained for the energy above the lowest of the compared OMol25 structures with the same formula, charge and spin is 642.28 kJ/mol. Its SMILES is N[C@H](CO)CNC=O.O.O.O.O.O.O.O.O.O.O.


No. 15
Formula: C4H30N2O12
Source: OMol25
Level of theory: ωB97M-V with the def2-TZVPD basis set

Last column: Löwdin spin population.
Positions of all 48 atoms, in Å:
N 0.35 1.59 2.47  0.671
C 1.29 1.01 1.55  0.110
C 2.45 0.34 2.38  0.079
O 1.93 -0.25 3.55  0.011
C 0.62 0.19 0.48  0.000
N -0.15 0.69 -0.48  0.007
C -0.87 1.98 -0.42  0.004
O 1.11 -0.93 0.29  0.011
H -0.39 0.89 2.60  0.019
H 0.71 1.84 3.40  0.018
H 1.79 1.92 1.15  0.044
H 3.01 -0.39 1.80  0.010
H 3.22 1.04 2.71  0.000
H 1.15 -0.79 3.38  0.001
H -0.57 0.09 -1.18  0.000
H -0.18 2.82 -0.25  0.001
H -1.72 2.15 0.23  0.000
H -1.02 2.12 -1.48  0.000
H -2.69 0.84 1.44  0.000
H -2.46 1.98 2.26  0.000
O -2.85 1.10 2.37  0.005
H -1.69 -0.46 3.82  0.000
H -1.97 -1.45 2.84  0.000
O -1.22 -0.90 3.09  0.008
H -4.02 2.03 -2.36  0.000
H -3.29 0.77 -1.72  0.000
O -3.19 1.68 -2.03  0.000
H 2.43 -0.44 -2.42  0.000
H 2.11 -0.81 -3.82  0.000
O 1.88 -0.16 -3.14  0.000
H -4.16 -0.89 -0.39  0.000
H -2.68 -1.12 -0.13  0.000
O -3.40 -0.46 0.01  0.000
H 2.08 -2.22 0.91  0.000
H 3.14 -3.17 1.51  0.000
O 2.30 -3.15 1.05  0.001
H 2.67 3.05 -1.97  0.000
H 2.73 2.21 -3.27  0.000
O 2.22 2.86 -2.79  0.000
H -1.64 -1.36 -3.75  0.000
H -0.49 -0.53 -3.35  0.000
O -1.41 -0.65 -3.14  0.000
H -1.31 -1.79 -1.79  0.000
H -0.43 -2.33 -0.63  0.000
O -1.33 -2.07 -0.85  0.000
H 1.65 -2.26 -1.46  0.000
H 2.23 -3.51 -0.80  0.000
O 2.08 -3.09 -1.67  0.000

Its electronic energy is -1182.45099 Eh. The value obtained for the energy above the lowest of the compared OMol25 structures with the same formula, charge and spin is 0.00 kJ/mol. The charge is +1. Its spin multiplicity is 2.


No. 16
Formula: C4H30N2O12
Source: OMol25
Level of theory: ωB97M-V with the def2-TZVPD basis set

Last column: Löwdin spin population.
Positions of all 48 atoms, in Å:
O 0.74 2.85 0.02  0.002
C -0.40 3.08 -0.38  0.011
C -1.36 1.92 -0.85  0.021
C -2.80 2.42 -0.51  0.003
O -3.01 3.69 -1.13  0.001
N -1.02 0.68 -0.12  0.244
C -1.92 -0.45 -0.01  0.131
N -1.52 -1.24 1.15  0.357
H -0.78 4.04 -0.60  0.002
H -1.44 1.75 -1.97  0.012
H -3.50 1.67 -0.87  0.001
H -2.99 2.63 0.52  0.000
H -3.49 3.68 -1.96  0.000
H -0.07 0.34 -0.29  0.006
H -2.99 -0.20 -0.06  0.020
H -1.76 -1.23 -0.91  0.116
H -2.26 -1.48 1.76  0.013
H -0.80 -0.79 1.68  0.011
H 3.69 -2.39 0.91  0.000
H 3.21 -3.90 0.28  0.000
O 3.90 -3.13 0.36  0.000
H 0.83 -0.79 -3.41  0.000
H 0.12 -1.22 -4.68  0.000
O 0.04 -0.71 -3.89  0.001
H 5.11 -1.57 -1.62  0.000
H 4.18 -2.64 -1.16  0.000
O 4.55 -2.23 -2.02  0.000
H 2.06 -0.53 -1.88  0.000
H 2.99 -1.75 -2.62  0.000
O 2.04 -1.46 -2.37  0.000
H 1.76 -1.70 0.43  0.000
H 0.76 -1.54 1.60  0.000
O 1.68 -1.25 1.28  0.002
H -0.24 1.13 1.66  0.003
H 0.94 0.44 2.27  0.001
O 0.03 0.77 2.45  0.039
H 1.91 1.40 -0.48  0.000
H 3.33 1.81 -0.94  0.000
O 2.75 0.97 -0.83  0.000
H 0.34 -4.23 -1.12  0.000
H -0.56 -4.73 -0.01  0.000
O 0.34 -4.76 -0.37  0.000
H -3.59 1.33 3.68  0.000
H -3.70 1.34 2.15  0.000
O -3.94 1.78 2.97  0.000
H -2.06 0.29 4.73  0.000
H -1.22 0.22 3.52  0.000
O -2.02 -0.17 3.88  0.004

Its electronic energy is -1182.37756 Eh. The value obtained for the energy above the lowest of the compared OMol25 structures with the same formula, charge and spin is 192.80 kJ/mol. The charge is +1. Its spin multiplicity is 2.


No. 17
Formula: C4H31N2O9
Source: OMol25
Level of theory: ωB97M-V with the def2-TZVPD basis set

Last column: Löwdin spin population.
Positions of all 46 atoms, in Å:
C 1.31 -2.40 -0.06  0.043
C 1.47 -2.09 -1.56  0.016
C 0.53 -0.99 -1.98  0.020
C -0.88 -1.48 -2.34  0.008
N -1.93 -0.80 -1.57  0.012
N 2.11 -1.46 0.76  0.045
H 0.26 -2.30 0.20  0.007
H 1.41 -3.44 0.23  0.011
H 1.33 -3.08 -2.00  0.001
H 2.54 -1.91 -1.75  0.008
H 0.47 -0.25 -1.18  0.011
H 0.96 -0.34 -2.74  0.007
H -0.86 -2.57 -2.24  0.001
H -1.16 -1.25 -3.36  0.001
H -1.61 -0.54 -0.63  0.010
H -2.73 -1.37 -1.38  0.004
H 2.00 -0.51 0.45  0.014
H 3.10 -1.72 0.79  0.048
H 1.76 -1.45 1.72  0.022
H 1.65 1.17 -0.65  0.009
H 3.20 1.28 -0.74  0.017
O 2.49 0.70 -0.46  0.071
H -0.70 0.84 -4.41  0.003
H -1.51 1.02 -3.22  0.005
O -0.63 1.26 -3.54  0.012
H 0.78 -0.47 4.05  0.040
H 0.22 0.59 2.96  0.031
O 0.66 -0.27 3.11  0.113
H -2.45 1.72 0.16  0.013
H -0.99 2.10 0.21  0.016
O -1.86 2.36 0.59  0.035
H -1.64 1.88 4.00  0.023
H -1.60 2.08 2.35  0.010
O -1.40 1.52 3.13  0.065
H -0.02 1.84 -1.91  0.004
H 0.43 3.17 -1.19  0.007
O 0.28 2.22 -1.06  0.034
H -0.90 -2.26 2.69  0.015
H 0.11 -3.54 2.85  0.014
O -0.15 -2.76 2.34  0.044
H -2.33 -0.18 2.54  0.018
H -0.94 -0.01 2.19  0.022
O -1.71 -0.55 1.88  0.046
H -0.44 5.43 -0.12  0.006
H -0.65 4.21 0.76  0.012
O -0.01 4.61 0.14  0.027

Its electronic energy is -957.52439 Eh. The value obtained for the energy above the lowest of the compared OMol25 structures with the same formula, charge and spin is 22.94 kJ/mol. Its spin multiplicity is 2.